No. 1
Entry from the OMol25 dataset: 5 unconnected molecules or ions with the total composition C32H24BrNO20P at a distorted geometry (wB97M-V/def2-TZVPD).

Results
Molecular weight = 853.41 g/mol
HOMO-LUMO gap = 0.225 Eh
Highest occupied orbital energy = -11.275 eV
Charge = +1
2S+1 = 1
E = -5708.47808 a.u.

Each line ends with the Mulliken charge.
Cartesian coordinates (Å):
1 O 1.231 -1.230 -0.280  -0.77
2 P 0.277 -1.244 -1.411  0.71
3 C -0.277 0.444 -1.900  0.27
4 C -1.624 0.717 -1.924  -0.28
5 C -2.079 1.979 -2.299  0.10
6 C -3.557 2.276 -2.345  0.27
7 O -4.290 1.612 -3.014  -0.42
8 O -3.963 3.356 -1.640  -0.45
9 C -1.133 2.937 -2.642  -0.69
10 C 0.205 2.616 -2.606  -0.21
11 N 0.618 1.398 -2.237  0.31
12 C 2.056 1.083 -2.221  -0.23
13 C 2.893 2.288 -1.804  -0.15
14 O 3.374 3.019 -2.606  -0.46
15 Br 3.069 2.517 0.072  0.02
16 H -0.880 -1.937 -1.054  0.02
17 H 0.746 -1.828 -2.590  0.07
18 H -2.343 -0.053 -1.673  0.63
19 H -3.593 3.320 -0.746  0.37
20 H -1.458 3.923 -2.940  0.54
21 H 0.927 3.367 -2.894  0.55
22 H 2.266 0.275 -1.518  0.54
23 H 2.407 0.759 -3.201  0.24
24 C 1.193 -0.560 2.877  -1.08
25 C 1.284 -1.550 3.778  0.10
26 C 1.733 -1.298 5.195  1.12
27 O 1.766 -2.249 5.951  -0.62
28 C 2.101 0.057 5.569  -0.96
29 C 2.015 1.044 4.666  0.28
30 C 1.538 0.792 3.258  1.20
31 O 1.469 1.748 2.500  -0.54
32 O 2.340 2.303 4.938  -0.57
33 O 0.984 -2.811 3.489  -0.51
34 H 0.876 -0.730 1.858  0.52
35 H 2.439 0.226 6.582  0.47
36 H 2.193 2.815 4.119  0.30
37 H 1.137 -3.320 4.310  0.34
38 C -2.942 -4.767 2.940  -0.92
39 C -1.980 -4.307 2.127  0.13
40 C -2.251 -3.995 0.675  1.15
41 O -1.307 -3.552 0.027  -0.57
42 C -3.567 -4.217 0.143  -1.11
43 C -4.534 -4.685 0.955  0.30
44 C -4.278 -4.978 2.418  0.93
45 O -5.217 -5.377 3.075  -0.59
46 O -5.762 -4.918 0.547  -0.56
47 O -0.736 -4.076 2.523  -0.51
48 H -2.766 -4.990 3.983  0.48
49 H -3.741 -4.002 -0.902  0.51
50 H -6.254 -5.246 1.328  0.37
51 H -0.248 -3.753 1.743  0.38
52 C 2.164 5.942 2.181  -0.95
53 C 1.949 7.227 1.870  0.39
54 C 2.528 8.349 2.696  0.92
55 O 2.298 9.485 2.331  -0.61
56 C 3.314 8.008 3.867  -0.96
57 C 3.524 6.720 4.177  0.35
58 C 2.966 5.601 3.337  1.06
59 O 3.212 4.454 3.672  -0.71
60 O 4.229 6.337 5.232  -0.57
61 O 1.225 7.613 0.830  -0.59
62 H 1.756 5.126 1.600  0.44
63 H 3.711 8.820 4.461  0.44
64 H 4.229 5.361 5.226  0.35
65 H 1.240 8.592 0.843  0.37
66 C -1.284 -4.549 -6.889  -0.97
67 C -0.715 -5.644 -6.358  0.28
68 C -0.165 -5.653 -4.954  0.82
69 O 0.317 -6.682 -4.532  -0.58
70 C -0.238 -4.420 -4.173  -0.71
71 C -0.803 -3.340 -4.716  -0.03
72 C -1.374 -3.338 -6.105  1.00
73 O -1.881 -2.298 -6.489  -0.63
74 O -0.917 -2.163 -4.083  -0.30
75 O -0.598 -6.784 -7.016  -0.54
76 H -1.684 -4.532 -7.893  0.45
77 H 0.172 -4.434 -3.172  0.50
78 H -1.376 -1.579 -4.724  0.37
79 H -0.157 -7.413 -6.413  0.37

Cartesian forces, eV/Å:
0.279 0.366 -0.190
0.484 -0.814 1.093
-0.257 -0.511 -0.156
-0.316 0.171 -0.189
0.442 -0.002 0.257
-0.529 -0.247 -0.222
0.388 0.317 0.155
-0.001 -0.458 -0.009
-0.527 -0.084 0.100
-0.280 0.510 -0.236
0.020 -0.005 0.056
0.875 -0.330 0.190
0.182 0.332 -0.307
-0.030 -0.030 0.122
-0.095 -0.046 -0.088
-0.392 0.350 -0.596
0.050 0.247 -0.121
0.077 -0.079 0.030
0.145 0.359 -0.034
0.191 0.077 -0.004
0.304 -0.241 0.085
-0.365 0.037 0.136
-0.291 0.226 -0.205
-0.118 0.145 -0.060
-0.012 -0.028 -0.330
0.142 0.280 0.250
-0.064 -0.167 -0.139
-0.032 -0.194 0.027
0.140 0.194 0.343
-0.068 -0.264 -0.062
-0.085 0.084 0.164
-0.304 -0.500 -0.175
0.833 0.717 0.573
0.079 -0.059 -0.021
-0.007 0.029 -0.004
0.227 0.192 0.021
-0.051 -0.045 0.012
-0.093 -0.029 0.057
0.085 -0.100 0.141
-0.083 -0.002 -0.004
-0.063 -0.128 0.062
0.111 0.079 -0.123
0.029 0.055 -0.254
0.270 -0.008 0.262
-0.160 -0.006 -0.172
-0.007 -0.031 0.190
-0.971 -0.585 -0.485
0.025 0.007 -0.002
-0.049 -0.037 0.003
-0.028 -0.008 0.007
0.123 0.080 0.096
-0.013 -0.282 0.021
-0.083 -0.158 -0.123
0.203 0.119 0.295
-0.128 -0.086 -0.158
-0.034 0.074 -0.053
0.106 0.213 0.109
-0.240 0.126 -0.355
0.140 0.206 0.100
-0.075 -0.179 -0.128
0.082 0.120 0.116
-0.014 0.013 -0.025
0.018 -0.023 0.018
0.035 -0.019 0.061
0.008 0.032 -0.007
-0.054 0.108 -0.038
-0.116 0.085 -0.226
0.039 0.157 0.197
-0.016 -0.078 -0.142
0.062 -0.017 0.111
0.108 -0.122 0.238
-0.065 -0.185 -0.337
0.066 0.140 0.195
-0.227 0.185 -0.188
0.082 -0.010 0.210
0.000 -0.041 -0.002
-0.033 -0.040 0.010
-0.071 -0.101 -0.117
-0.003 -0.049 -0.026

No. 2
Entry from the OMol25 dataset: a molecular structure, C5H8N2O at a distorted geometry (wB97M-V/def2-TZVPD).

Results
Molecular weight = 112.13 g/mol
HOMO-LUMO gap (alpha / beta) = 0.288 / 0.288 Eh
Highest occupied orbital energy (alpha / beta) = -8.687 / -8.687 eV
Charge = 0
2S+1 = 1
E = -379.89246 a.u.
ΔE to the lowest compared entry with this formula, charge and spin = 122.8 kcal/mol

Each line ends with the Mulliken charge.
Cartesian coordinates (Å):
1 C -1.023 -0.429 0.192  -0.41
2 C -0.755 0.656 -0.776  -0.29
3 C 0.576 -0.380 0.800  1.04
4 N 0.685 0.492 1.914  -0.57
5 N -1.342 -1.732 -0.350  -0.67
6 C 0.954 0.704 -0.734  -0.72
7 C 1.902 1.079 -1.399  -0.21
8 O 1.176 -1.461 0.800  -0.57
9 H -1.713 -0.144 0.988  0.32
10 H 0.914 1.468 1.771  0.27
11 H -0.098 0.448 2.557  0.24
12 H -0.617 -2.394 -0.064  0.31
13 H -1.323 -1.730 -1.364  0.25
14 H -1.035 1.656 -0.450  0.24
15 H -1.002 0.460 -1.816  0.34
16 H 2.700 1.306 -2.067  0.43

Cartesian forces, eV/Å:
2.241 -0.857 1.303
3.145 0.829 -0.507
-3.414 -4.241 2.152
0.813 1.475 0.475
0.210 0.166 -0.207
-2.650 1.463 -2.169
-0.135 -0.277 0.040
-0.093 1.711 -0.729
-0.037 -0.023 -0.008
0.121 -0.264 -0.299
-0.070 -0.299 -0.415
-0.109 0.200 0.082
-0.028 0.049 0.093
-0.120 -0.099 -0.150
-0.128 0.158 0.031
0.253 0.008 0.309

No. 3
Entry from the OMol25 dataset: a molecular structure, C22H18F12N3O3Pd at a distorted geometry (wB97M-V/def2-TZVPD).

Results
Molecular weight = 706.80 g/mol
HOMO-LUMO gap (alpha / beta) = 0.240 / 0.227 Eh
Highest occupied orbital energy (alpha / beta) = -3.969 / -3.848 eV
Charge = -1
2S+1 = 3
E = -2565.51751 a.u.
ΔE to the lowest compared entry with this formula, charge and spin = 24.6 kcal/mol

Each line ends with the Löwdin spin population.
Cartesian coordinates (Å):
1 Pd 0.845 0.934 -0.224  1.27
2 C -4.542 2.624 3.543  0.00
3 C -3.662 1.896 2.568  0.00
4 C -4.126 1.424 1.346  0.00
5 C -3.275 0.796 0.464  0.01
6 C -1.918 0.582 0.765  0.01
7 N -1.106 -0.025 -0.168  0.22
8 C -1.108 -1.356 -0.359  0.01
9 C -2.025 -2.157 0.367  0.03
10 C -2.038 -3.524 0.288  0.00
11 C -1.129 -4.196 -0.520  0.02
12 C -1.064 -5.694 -0.510  0.00
13 C -0.243 -3.435 -1.271  -0.01
14 C -0.225 -2.048 -1.239  0.02
15 C 0.817 -1.317 -2.097  0.00
16 O 0.645 -0.001 -2.305  0.11
17 C 2.243 -1.542 -1.462  0.00
18 F 3.136 -0.669 -1.985  0.00
19 F 2.793 -2.757 -1.629  0.00
20 F 2.273 -1.309 -0.138  0.00
21 C 0.883 -1.923 -3.541  0.01
22 F 1.622 -1.128 -4.338  0.00
23 F -0.328 -1.997 -4.101  0.00
24 F 1.426 -3.150 -3.707  0.00
25 C -1.459 1.042 2.023  0.01
26 C -2.320 1.717 2.871  0.00
27 C 0.024 0.922 2.392  0.01
28 O 0.738 0.007 1.739  0.16
29 C 0.262 0.571 3.891  0.01
30 F -0.266 -0.621 4.176  0.00
31 F 1.578 0.493 4.133  0.00
32 F -0.204 1.402 4.857  0.00
33 C 0.641 2.355 2.136  0.00
34 F -0.007 3.022 1.148  0.01
35 F 0.631 3.184 3.196  0.00
36 F 1.923 2.275 1.729  0.02
37 H -5.583 2.597 3.230  0.00
38 H -4.227 3.665 3.621  0.00
39 H -4.461 2.185 4.537  0.00
40 H -5.168 1.559 1.084  0.00
41 H -3.630 0.447 -0.495  0.00
42 H -2.720 -1.659 1.027  0.00
43 H -2.741 -4.080 0.896  0.00
44 H -1.931 -6.111 -0.001  0.00
45 H -0.168 -6.016 0.020  0.00
46 H -1.023 -6.101 -1.518  0.00
47 H 0.482 -3.962 -1.872  0.00
48 H -1.958 2.126 3.800  0.00
49 C 5.100 3.083 -2.841  0.00
50 N 3.922 3.326 -2.046  0.00
51 C 2.790 2.550 -2.071  0.01
52 N 2.546 1.789 -3.146  0.00
53 O 1.984 2.680 -1.142  0.04
54 H 5.852 3.823 -2.580  0.00
55 H 4.868 3.193 -3.901  0.00
56 H 5.515 2.083 -2.673  0.00
57 H 4.057 3.776 -1.153  0.00
58 H 3.277 1.541 -3.787  0.00
59 H 1.780 1.107 -3.027  0.00

Cartesian forces, eV/Å:
-0.764 -0.376 -0.900
0.058 0.006 -0.071
0.071 0.020 -0.038
-0.068 0.062 0.225
0.456 -0.112 -0.039
-0.591 0.108 0.806
0.852 1.253 -0.659
-0.204 -0.950 0.081
0.052 0.311 0.005
0.174 -0.131 -0.165
-0.109 -0.002 0.056
0.111 0.091 -0.024
-0.256 -0.120 0.299
0.027 0.298 0.085
0.611 -0.559 -0.256
-0.122 0.585 0.991
0.633 0.047 0.329
0.091 -0.054 -0.209
-0.182 -0.246 -0.004
-0.231 -0.244 -0.115
-0.058 -0.166 -0.530
0.200 0.242 -0.102
-0.344 0.174 0.102
0.002 -0.209 0.242
0.057 -0.209 -0.244
-0.352 -0.047 -0.154
-0.119 0.650 0.549
0.300 -0.259 -1.120
0.081 -0.208 0.611
-0.150 -0.261 -0.177
0.290 0.013 -0.105
-0.271 0.232 -0.181
0.177 0.735 0.308
0.018 -0.020 0.123
-0.060 0.013 0.082
0.043 0.017 0.269
-0.106 0.035 0.022
-0.096 0.113 0.048
-0.070 -0.016 0.069
-0.091 0.017 -0.043
-0.029 -0.026 -0.081
0.015 -0.029 0.042
-0.056 -0.074 0.004
-0.036 -0.084 0.015
0.066 -0.210 0.043
0.007 -0.120 -0.122
0.046 -0.023 -0.123
0.087 -0.004 0.116
-0.105 -0.185 -0.119
0.049 0.059 0.310
0.314 0.454 -0.590
-0.037 0.013 -0.080
-0.497 -0.384 0.556
0.024 -0.008 -0.048
0.080 0.024 -0.065
0.055 0.029 -0.038
-0.113 -0.133 -0.101
0.082 0.058 0.071
-0.012 -0.190 0.045

No. 4
Entry from the OMol25 dataset: a single C6H9N molecule (wB97M-V/def2-TZVPD).

Results
Molecular weight = 95.14 g/mol
HOMO-LUMO gap = 0.297 Eh
Highest occupied orbital energy = -7.594 eV
Charge = 0
2S+1 = 1
E = -288.63955 a.u.
ΔE to the lowest compared entry with this formula, charge and spin = 89.4 kcal/mol

Each line ends with the Mulliken charge.
Cartesian coordinates (Å):
1 C -0.062 -2.074 0.400  -1.07
2 C -0.457 -0.800 -0.312  -0.04
3 C 0.382 0.295 -0.299  0.89
4 C 1.779 0.062 -0.851  -1.28
5 C -0.033 1.561 0.066  -0.81
6 C -1.392 1.676 0.408  -0.13
7 N -2.084 0.585 0.560  -0.51
8 H 0.311 -2.818 -0.326  0.34
9 H -0.943 -2.539 0.842  0.36
10 H 0.719 -1.978 1.173  0.33
11 H 1.811 0.402 -1.892  0.30
12 H 2.086 -0.990 -0.830  0.33
13 H 2.498 0.650 -0.273  0.36
14 H 0.635 2.409 0.025  0.35
15 H -1.827 2.682 0.481  0.36
16 H -3.088 0.806 0.590  0.22

Cartesian forces, eV/Å:
-0.251 0.093 0.085
-0.041 0.365 0.419
-0.149 -0.049 -0.150
0.094 -0.006 0.010
0.162 0.083 -0.045
0.316 -0.134 -0.017
0.424 -0.073 -0.013
-0.276 0.401 -0.053
-0.042 0.036 -0.009
-0.316 0.177 -0.132
0.031 -0.072 0.207
-0.134 0.242 0.026
-0.081 -0.102 -0.114
-0.038 0.040 -0.071
-0.082 -0.349 -0.049
0.383 -0.652 -0.095